This record from the Open Molecules 2025 dataset describes C22H38N4O3S2 as an isolated structure. The level of theory is ωB97M-V with the def2-TZVPD basis set.

Each line ends with the natural charge from an NBO analysis.
Geometry (Å):
C1 4.3850 0.4333 1.0453  -0.24
O1 3.6631 1.5130 0.5005  -0.55
C2 2.2684 1.3749 0.6813  -0.06
C3 1.5551 2.3857 -0.1888  -0.42
C4 1.6549 2.1358 -1.7003  -0.40
C5 0.7029 1.0469 -2.2208  -0.39
C6 1.3243 -0.3579 -2.2767  -0.41
C7 0.3172 -1.5060 -2.1132  -0.40
C8 0.4512 -2.3122 -0.7999  -0.38
C9 -0.7813 -2.2786 0.0935  -0.40
C10 -1.0276 -0.8821 0.7118  -0.44
C11 -2.4402 -0.3895 0.6050  0.00
C12 -3.0130 0.0374 -0.5458  -0.21
C13 -4.3713 0.4782 -0.6215  -0.18
C14 -5.1892 0.5168 0.4569  -0.18
S1 -6.8835 1.0139 0.3449  0.01
C15 -4.6382 0.0759 1.6918  0.06
N1 -5.2625 0.0181 2.8720  -0.61
S2 -4.1965 -0.5504 3.9199  0.97
N2 -2.9148 -0.7526 2.9874  -0.64
C16 -3.2767 -0.3707 1.7567  0.15
H1 4.0901 0.2429 2.0832  0.16
H2 5.4403 0.6890 1.0065  0.19
H3 4.2134 -0.4822 0.4670  0.16
H4 1.9704 0.3469 0.4371  0.16
H5 2.0103 1.5344 1.7375  0.16
H6 1.9667 3.3736 0.0347  0.23
H7 0.5024 2.4160 0.1106  0.20
H8 1.4389 3.0791 -2.2018  0.21
H9 2.6855 1.8578 -1.9313  0.21
H10 0.3790 1.3255 -3.2253  0.20
H11 -0.1925 1.0454 -1.5903  0.18
H12 2.1109 -0.4285 -1.5251  0.19
H13 1.8304 -0.4609 -3.2391  0.21
H14 0.4260 -2.1920 -2.9542  0.20
H15 -0.7022 -1.1167 -2.1670  0.19
H16 1.2989 -1.9206 -0.2287  0.19
H17 0.7062 -3.3506 -1.0176  0.20
H18 -0.6107 -2.9900 0.9037  0.23
H19 -1.6625 -2.6182 -0.4534  0.20
H20 -0.3668 -0.1547 0.2303  0.21
H21 -0.7566 -0.9051 1.7657  0.24
H22 -2.4352 0.0502 -1.4634  0.21
H23 -4.7595 0.7911 -1.5811  0.23
H24 -6.6804 2.3343 0.4199  0.13
C17 -0.4368 -6.0073 -0.8310  0.53
O2 -0.5992 -6.1008 0.3688  -0.62
N3 -1.3710 -6.3068 -1.7548  -0.43
C18 -1.1263 -6.1617 -3.1740  -0.40
C19 -2.6647 -6.7851 -1.2967  -0.42
H25 0.5102 -5.6519 -1.2735  0.10
H26 -1.8278 -5.4517 -3.6172  0.20
H27 -1.2305 -7.1209 -3.6854  0.20
H28 -0.1145 -5.7931 -3.3319  0.21
H29 -3.1405 -6.0429 -0.6553  0.22
H30 -2.5497 -7.7027 -0.7197  0.22
H31 -3.2979 -6.9770 -2.1594  0.20
C20 2.3974 6.4550 1.0527  0.53
O3 3.0140 6.0931 0.0710  -0.62
N4 2.6738 6.0590 2.3106  -0.43
C21 1.9068 6.5122 3.4510  -0.40
C22 3.7814 5.1373 2.5115  -0.42
H32 1.5366 7.1433 0.9888  0.10
H33 2.5447 7.0437 4.1603  0.20
H34 1.4417 5.6682 3.9649  0.20
H35 1.1229 7.1885 3.1159  0.21
H36 4.7125 5.5784 2.1554  0.21
H37 3.6179 4.2116 1.9576  0.22
H38 3.8686 4.9148 3.5723  0.20

As for the largest force on an atom: 0.010 Eh/bohr. As for the total energy: -2102.18027 hartree. As for the charge: 0. As for the spin multiplicity: 1.


This record from the Open Molecules 2025 dataset describes C4H9N2 as an isolated structure in a non-equilibrium geometry. The level of theory is ωB97M-V with the def2-TZVPD basis set.

Each line ends with the Löwdin spin population.
Geometry (Å):
C1 -0.6558 -0.5785 -1.1966  0.64
C2 1.0496 0.3924 -0.7691  0.74
C3 -0.8161 0.8437 0.5926  0.04
C4 0.0640 -0.9187 0.9433  0.04
N1 -1.0978 -0.5238 0.1419  0.29
N2 0.6377 0.4389 0.6250  0.08
H1 -1.2277 0.0053 -1.8999  0.03
H2 -0.3973 -1.5679 -1.5456  0.03
H3 1.9049 -0.2305 -0.9737  0.04
H4 1.0575 1.3580 -1.2517  0.04
H5 -1.0589 1.6462 -0.1051  0.00
H6 -1.2183 1.0525 1.5848  0.00
H7 -0.1709 -1.0268 2.0030  0.00
H8 0.6339 -1.7746 0.5813  0.00
H9 1.2952 0.8838 1.2699  0.02

The relative energy (zero: lowest compared OMol25 entry of this formula, charge and spin) comes out at 4.063 eV. As for the largest force on an atom: 0.139 Eh/bohr. As for the charge: +1. As for the spin multiplicity: 3.


This record from the Open Molecules 2025 dataset describes a 3-piece molecular cluster, C22H48F3IN5O5 overall in a non-equilibrium geometry. The level of theory is ωB97M-V with the def2-TZVPD basis set.

Each line ends with the Löwdin charge.
Geometry (Å):
C1 4.0125 -6.7641 -1.0721  -0.01
C2 3.1640 -5.8753 -0.1823  -0.13
C3 1.5878 -5.7393 -0.6045  -0.19
N1 1.0392 -4.3336 -0.6309  -0.09
C4 0.0118 -4.3567 -1.7817  -0.19
C5 -0.7373 -2.9168 -2.0183  -0.30
C6 -1.7985 -2.5228 -0.7892  -0.65
I1 -2.2622 -0.3968 -1.0243  0.82
C7 2.0831 -3.2850 -0.9327  -0.08
N2 2.2346 -2.1451 0.0583  0.19
C8 2.8703 -2.5803 1.3594  -0.25
F1 4.2971 -2.9691 1.2640  0.04
F2 2.8386 -1.3699 2.2635  0.02
F3 2.1451 -3.6456 2.0904  0.04
N3 2.8906 -3.2380 -2.0580  0.11
O1 3.7722 -2.2566 -2.3058  -0.08
C9 5.1639 -2.6655 -2.0818  -0.17
C10 5.5621 -4.1529 -2.6405  -0.09
H1 3.7327 -6.7075 -2.2284  0.07
H2 4.8313 -7.5018 -0.6793  0.09
H3 3.6868 -5.4004 0.7521  0.10
H4 1.3914 -6.2945 -1.6161  0.12
H5 0.9525 -6.3291 0.2167  0.16
H6 0.5685 -4.6395 -2.7915  0.13
H7 -0.7775 -5.2238 -1.5885  0.16
H8 -0.0128 -2.0348 -2.2958  0.09
H9 -1.4385 -3.0648 -2.9731  0.13
H10 -1.2751 -2.8009 0.2223  0.05
H11 -2.7711 -3.1836 -0.9767  0.08
H12 1.2476 -1.8588 0.3230  0.15
H13 2.7555 -4.0135 -2.7558  0.19
H14 5.4983 -2.5075 -0.9464  0.14
H15 5.8372 -1.8923 -2.6938  0.16
H16 4.7579 -4.6683 -3.3154  0.08
H17 5.8874 -4.7972 -1.7008  0.09
H18 6.5591 -4.0309 -3.2858  0.11
C11 -0.1134 -1.1978 3.0403  -0.12
O2 -1.3247 -0.4731 2.8763  -0.22
C12 -2.4209 -1.0320 3.6082  -0.20
C13 -2.8232 -0.1082 4.7701  -0.20
N4 -1.8041 -0.1035 5.8254  -0.06
C14 -2.0038 0.9446 6.8306  -0.19
C15 -1.9105 2.4099 6.3528  -0.21
O3 -0.6013 2.8020 5.9369  -0.18
C16 -0.2921 2.4831 4.5864  -0.10
H19 0.6166 -0.8090 2.3249  0.06
H20 0.2900 -1.0548 4.0468  0.09
H21 -0.2594 -2.2630 2.8437  0.08
H22 -2.2103 -2.0505 3.9571  0.12
H23 -3.2619 -1.0934 2.9110  0.12
H24 -3.7750 -0.4511 5.1893  0.12
H25 -2.9688 0.8945 4.3587  0.10
H26 -0.8890 0.0282 5.4042  0.06
H27 -1.2324 0.7931 7.5959  0.12
H28 -2.9690 0.7898 7.3221  0.12
H29 -2.1482 3.0450 7.2150  0.12
H30 -2.6558 2.6559 5.5891  0.11
H31 -1.1713 2.5150 3.9364  0.09
H32 0.1910 1.5060 4.5329  0.07
H33 0.4307 3.2172 4.2223  0.09
C17 -0.1139 5.6626 -5.3340  -0.11
O4 0.0767 5.8237 -3.9351  -0.20
C18 -0.5903 6.9731 -3.4027  -0.20
C19 -1.7639 6.5498 -2.5034  -0.20
N5 -2.8603 5.9765 -3.2916  -0.06
C20 -3.8899 5.3232 -2.4781  -0.19
C21 -3.4643 4.0852 -1.6593  -0.21
O5 -3.1163 2.9532 -2.4581  -0.22
C22 -1.7702 2.9463 -2.9153  -0.12
H34 0.5575 4.8723 -5.6813  0.09
H35 -1.1404 5.3544 -5.5518  0.07
H36 0.1232 6.5825 -5.8746  0.09
H37 -0.9143 7.6659 -4.1892  0.12
H38 0.1430 7.5006 -2.7852  0.12
H39 -2.1317 7.4244 -1.9566  0.12
H40 -1.3796 5.8266 -1.7787  0.10
H41 -2.4820 5.2909 -3.9390  0.07
H42 -4.6813 5.0098 -3.1703  0.12
H43 -4.3355 6.0612 -1.8044  0.12
H44 -4.3362 3.7736 -1.0709  0.12
H45 -2.6787 4.3080 -0.9297  0.11
H46 -1.0856 3.4259 -2.2098  0.09
H47 -1.7051 3.4190 -3.8968  0.07
H48 -1.4606 1.9060 -3.0406  0.04

The relative energy (zero: lowest compared OMol25 entry of this formula, charge and spin) comes out at 10.423 eV. As for the largest force on an atom: 0.104 Eh/bohr. As for the charge: +1. As for the spin multiplicity: 1.